ORCA calculation (the ωB97M-V functional and the def2-TZVPD basis) on a 8-piece molecular cluster, C33H50N8O11 overall at a distorted geometry.

XYZ file:
```
102
Properties=species:S:1:pos:R:3:mulliken_charge:R:1
C -4.353 -1.297 4.770 -0.561
C -4.259 -0.551 6.156 -0.430
C -3.696 0.894 6.235 -0.407
C -3.270 1.633 4.896 0.047
C -3.689 0.931 3.559 -0.242
C -4.057 -0.594 3.526 -0.518
N -2.884 3.039 5.066 0.919
O -2.363 3.566 4.014 -0.512
O -3.263 3.492 6.121 -0.534
H -4.705 -2.307 4.769 0.540
H -4.611 -0.995 7.061 0.417
H -3.701 1.306 7.323 0.295
H -3.408 1.766 2.816 0.322
H -4.173 -0.853 2.531 0.736
C -0.735 -1.009 1.676 -0.017
C -0.033 0.275 2.142 -0.267
C 1.411 0.477 1.884 -0.889
C 2.336 -0.661 1.278 0.085
C 1.610 -2.043 1.069 -0.622
C 0.036 -2.073 1.298 -0.693
N 3.746 -0.398 0.944 0.835
O 4.317 -0.842 -0.076 -0.454
O 4.408 0.233 1.808 -0.497
H -1.800 -1.058 1.910 0.163
H -0.684 1.125 2.494 0.326
H 1.916 1.323 2.146 0.810
H 2.078 -2.795 0.527 0.520
H -0.537 -2.940 1.064 0.535
C -7.288 3.519 -1.348 -0.283
C -6.546 2.940 -2.611 -0.406
C -5.456 1.887 -2.467 -0.351
C -5.073 1.390 -0.967 0.192
C -6.281 1.540 0.096 -0.493
C -7.248 2.754 -0.149 -0.407
N -3.972 0.457 -0.778 0.894
O -3.332 0.098 -1.758 -0.506
O -3.725 0.267 0.478 -0.490
H -8.133 4.345 -1.291 0.250
H -6.855 3.557 -3.559 0.269
H -4.795 1.760 -3.310 0.400
H -6.155 0.979 0.971 0.456
H -7.956 3.007 0.515 0.460
C 6.515 1.785 -1.411 -0.092
O 7.615 2.090 -0.920 -0.672
N 5.885 2.419 -2.357 0.163
C 4.468 2.120 -2.613 -1.009
C 6.592 3.332 -3.302 -0.965
H 5.981 0.945 -1.149 0.506
H 4.078 1.267 -3.105 0.208
H 4.121 2.930 -3.237 0.444
H 3.953 2.314 -1.637 0.413
H 7.540 2.805 -3.594 0.279
H 6.877 4.324 -2.957 0.354
H 6.084 3.840 -4.115 0.393
C 0.884 -2.633 -3.870 0.172
O -0.021 -3.408 -4.276 -0.608
N 0.741 -1.736 -2.886 0.340
C 1.895 -0.951 -2.396 -0.607
C -0.537 -1.647 -2.457 -0.878
H 1.992 -2.623 -4.458 0.146
H 2.563 -1.656 -2.031 0.341
H 1.332 -0.356 -1.521 0.004
H 2.405 -0.250 -3.106 0.371
H -1.180 -0.698 -2.893 0.200
H -0.461 -1.417 -1.450 -0.031
H -1.183 -2.417 -2.389 0.498
C 1.210 4.930 0.027 0.143
O 2.312 5.423 -0.068 -0.588
N 0.615 4.836 1.279 0.156
C -0.895 4.595 1.391 -1.299
C 1.331 4.784 2.458 -0.681
H 0.456 4.849 -0.812 0.280
H -1.246 5.091 0.498 0.361
H -1.249 4.991 2.210 0.503
H -1.039 3.583 1.310 0.450
H 1.786 3.693 2.385 0.074
H 0.788 4.798 3.477 0.229
H 2.062 5.470 2.444 0.427
C 6.510 -0.283 -4.807 -0.240
O 6.312 -0.007 -5.969 -0.627
N 5.896 -1.405 -4.250 0.199
C 6.156 -1.728 -2.919 -1.177
C 4.855 -2.180 -4.953 -1.148
H 7.172 0.282 -4.361 0.709
H 6.485 -2.794 -2.995 0.452
H 5.434 -1.700 -2.199 0.375
H 7.035 -1.249 -2.436 0.370
H 4.162 -1.561 -5.345 0.415
H 4.483 -2.880 -4.183 0.395
H 5.413 -2.444 -5.857 0.360
C -4.324 -5.583 2.223 0.191
O -4.465 -4.382 2.470 -0.549
N -3.173 -6.275 2.090 0.199
C -3.289 -7.686 2.034 -0.979
C -1.855 -5.756 1.961 -1.045
H -5.228 -6.468 2.263 0.134
H -2.778 -8.073 1.155 0.366
H -4.296 -8.258 2.001 0.271
H -2.787 -8.418 2.811 0.289
H -1.682 -5.179 2.781 0.405
H -2.122 -5.123 1.163 0.394
H -0.957 -6.442 1.997 0.325
```

Properties
**Kohn-Sham gap**: 6.9553 eV
**Relative energy (zero: lowest compared OMol25 entry of this formula, charge and spin)**: 19.017 eV
**Molecular weight**: 734.8 g mol⁻¹
**LUMO energy**: -2.0 eV
**SMILES**: O=[N+]([O-])c1ccccc1.O=[N+]([O-])c1ccccc1.O=[N+]([O-])c1ccccc1.CN(C)C=O.CN(C)C=O.CN(C)C=O.CN(C)C=O.CN(C)C=O